Record 1
Entry from the Open Molecules 2025 dataset: a cluster of 2 separate species, C5H13N2S in total in a non-equilibrium geometry (ωB97M-V/def2-TZVPD).

Cartesian coordinates (Å):
1 C 1.425816 -2.984014 0.174957
2 C 2.376285 -1.881592 -0.281622
3 C 2.489825 -0.764575 0.746296
4 S 0.945144 0.163029 0.897530
5 H 1.872439 -3.459950 1.118336
6 H 1.175325 -3.783111 -0.507810
7 H 0.497337 -2.488546 0.477669
8 H 3.375242 -2.241239 -0.509810
9 H 1.937544 -1.421313 -1.211988
10 H 3.351936 -0.104128 0.426052
11 H 2.688934 -1.100704 1.814460
12 C -2.580288 1.863435 -0.277736
13 C -1.657697 1.102312 -0.996962
14 N -0.517231 1.642743 -1.579222
15 N -3.725539 1.165843 0.292879
16 H -2.559602 2.942685 -0.100754
17 H -1.761804 0.023532 -0.987084
18 H -0.410187 1.192957 -2.516520
19 H 0.315915 1.388122 -0.931876
20 H -4.603142 1.641989 0.044196
21 H -3.626488 1.127747 1.339446

Force components x, y, z for each atom (eV/Å):
0.606 -0.116 1.990
-0.713 0.111 -0.740
0.616 0.690 0.815
-0.229 0.479 0.063
-0.661 0.449 -1.128
0.221 -0.124 -0.512
0.072 -0.125 0.018
0.235 -0.398 -0.184
0.567 -0.301 0.718
-0.821 -0.530 0.443
0.248 -0.159 -1.386
1.064 -2.280 -1.528
-2.541 2.104 2.348
1.575 0.046 -0.654
0.175 0.192 1.122
0.537 -0.259 -0.433
-0.457 -0.135 -0.054
0.379 0.401 1.251
-1.116 0.068 -1.124
0.627 -0.231 0.431
-0.384 0.118 -1.456

Properties
net charge = -1
Kohn-Sham gap = 6.57 eV
HOMO = -2.7 eV

These are the Mulliken partial charges, in e, on atoms 1 to 5:
1 C -1.039
2 C -0.333
3 C -0.634
4 S -0.623
5 H 0.236


Record 2
Entry from the Open Molecules 2025 dataset: a structure of composition C40H37GaNO5S2 (ωB97M-V/def2-TZVPD).

Cartesian coordinates (Å):
1 C -0.017332 4.181920 -3.167274
2 C -0.208316 3.291113 -4.391646
3 S -1.689751 3.695045 -5.346706
4 C -2.838369 2.311250 -5.145398
5 Ga -2.065113 0.442111 -4.889694
6 S -3.628079 -1.013539 -5.838002
7 C -0.335891 0.095098 -5.896193
8 C 0.274399 -1.304476 -5.675765
9 C 1.171837 -1.391982 -4.446827
10 C 2.449701 -0.587600 -4.560437
11 O 3.084068 -0.441246 -3.281611
12 C -2.076059 0.049018 -2.861973
13 C -2.799960 -1.032263 -2.358474
14 C -2.869755 -1.258176 -0.986707
15 C -2.193444 -0.375739 -0.147611
16 N -1.477400 0.664212 -0.561719
17 C -1.442385 0.842805 -1.892165
18 H 0.154224 5.218380 -3.440827
19 H 0.869127 3.838460 -2.627021
20 H -0.856073 4.086445 -2.482266
21 H 0.641681 3.433310 -5.057641
22 H -0.188727 2.252536 -4.080129
23 H -3.460322 2.288876 -6.037765
24 H -3.505421 2.526430 -4.311861
25 H -3.234387 -2.178590 -5.310105
26 H -0.612084 0.158238 -6.950295
27 H 0.428681 0.855429 -5.748473
28 H -0.536289 -2.031976 -5.634357
29 H 0.867270 -1.563824 -6.559868
30 H 0.588519 -1.092558 -3.570172
31 H 1.466276 -2.431578 -4.279278
32 H 2.268399 0.409611 -4.961244
33 H 3.131488 -1.096224 -5.237696
34 H 2.358342 -0.227731 -2.687755
35 H -3.345403 -1.680578 -3.030957
36 H -3.436346 -2.067986 -0.553273
37 H -2.261799 -0.538334 0.922857
38 H -0.879258 1.708788 -2.219503
39 C -1.179004 3.419154 0.812257
40 C -1.509674 4.770596 0.861920
41 C -0.936008 5.598647 1.813145
42 C -0.031820 5.077040 2.729967
43 C 0.289801 3.714628 2.691176
44 C -0.281228 2.894656 1.725110
45 C 1.227371 3.122738 3.682708
46 O 1.522084 1.946010 3.657799
47 C 1.800347 4.022667 4.728879
48 C 2.640045 3.485004 5.696369
49 C 3.190373 4.303793 6.667266
50 C 2.909474 5.666367 6.672631
51 C 2.070487 6.206047 5.713101
52 C 1.507953 5.386247 4.742451
53 C 0.584358 5.983759 3.732652
54 O 0.348510 7.175563 3.743806
55 H -1.615639 2.763870 0.070058
56 H -2.216941 5.177718 0.150777
57 H -1.184091 6.650377 1.852375
58 H -0.026549 1.844377 1.685604
59 H 2.854866 2.425455 5.680789
60 H 3.841256 3.882027 7.422134
61 H 3.345087 6.306238 7.429102
62 H 1.842893 7.262989 5.709611
63 C 1.764713 -2.984036 -0.103893
64 C 2.619416 -2.837916 0.983277
65 C 2.420497 -3.592796 2.126618
66 C 1.357973 -4.486554 2.193396
67 C 0.487573 -4.618247 1.106743
68 C 0.705615 -3.871435 -0.044179
69 C -0.682947 -5.535177 1.167916
70 O -1.437090 -5.662850 0.227185
71 C -0.907252 -6.298113 2.431730
72 C -2.019995 -7.123448 2.533508
73 C -2.239283 -7.848423 3.692021
74 C -1.343668 -7.757659 4.752730
75 C -0.235342 -6.934071 4.657534
76 C -0.016404 -6.196552 3.500528
77 C 1.169647 -5.293608 3.428904
78 O 1.951039 -5.223718 4.355538
79 H 1.918625 -2.398425 -1.001393
80 H 3.439453 -2.134005 0.936241
81 H 3.080977 -3.490006 2.976166
82 H 0.043237 -3.974663 -0.892823
83 H -2.708080 -7.189356 1.702138
84 H -3.109221 -8.487247 3.771029
85 H -1.514225 -8.329140 5.655819
86 H 0.464741 -6.853192 5.477411

Force components x, y, z for each atom (eV/Å):
0.311 -0.514 0.055
0.191 0.425 0.190
-0.149 -0.004 -0.279
0.086 -0.258 0.325
0.323 0.101 0.217
-0.198 0.096 -0.076
-0.148 -0.363 0.149
0.026 0.601 -0.370
-0.256 -0.464 -0.138
-0.211 0.299 0.283
0.039 -0.260 -0.203
0.167 0.025 -0.127
-0.064 -0.016 0.385
0.395 0.579 -0.112
-0.319 -0.527 0.214
-0.132 -0.304 -0.522
-0.160 -0.180 -0.247
-0.224 0.167 -0.004
0.097 0.061 0.076
-0.180 0.214 -0.004
0.095 -0.083 -0.091
-0.217 -0.183 -0.183
0.058 0.097 -0.209
-0.079 0.010 0.085
0.128 -0.001 0.046
-0.141 0.145 -0.071
0.009 0.164 0.022
0.041 -0.205 0.153
0.117 -0.192 -0.012
0.036 0.231 0.099
-0.058 -0.094 0.103
-0.099 0.042 -0.143
0.267 -0.021 0.085
0.096 0.108 0.207
-0.022 -0.050 -0.097
-0.061 -0.138 -0.028
0.130 0.115 0.121
0.118 0.114 0.101
-0.123 0.284 -0.068
0.057 -0.040 0.053
-0.073 -0.013 -0.102
0.058 -0.070 0.052
0.000 0.077 0.038
-0.007 -0.065 -0.018
0.013 -0.148 -0.047
-0.002 0.031 0.016
-0.037 0.066 -0.021
0.085 0.000 0.105
-0.016 0.033 -0.017
-0.005 -0.032 -0.016
0.071 0.025 0.111
-0.011 -0.069 -0.028
-0.048 0.139 -0.032
0.003 -0.030 0.016
0.067 0.025 0.096
0.008 0.001 -0.017
0.058 0.018 0.055
0.014 -0.005 0.016
-0.042 -0.015 -0.079
0.007 0.000 0.001
0.002 0.001 0.006
-0.058 -0.004 -0.066
0.069 0.081 -0.014
-0.046 -0.037 -0.028
0.053 0.065 -0.046
-0.069 -0.024 -0.011
0.043 -0.012 0.077
-0.030 0.074 -0.118
-0.057 0.000 -0.135
0.010 -0.008 0.024
0.061 0.036 0.045
-0.085 -0.092 0.051
0.036 0.011 0.017
-0.009 0.008 -0.035
-0.069 -0.080 0.078
-0.023 0.028 -0.068
0.111 0.033 0.086
-0.021 -0.011 -0.009
0.037 -0.003 0.000
0.001 0.008 -0.009
-0.034 -0.061 0.046
-0.102 -0.066 0.081
0.050 0.051 -0.056
-0.002 -0.007 0.000
-0.005 -0.002 0.005
0.048 0.063 -0.036

Properties
net charge = -1
Kohn-Sham gap = 5.64 eV
HOMO = -5.1 eV

These are the Mulliken partial charges, in e, on atoms 1 to 5:
1 C -1.332
2 C 0.627
3 S -0.239
4 C -0.754
5 Ga -0.278


Record 3
Entry from the Open Molecules 2025 dataset: a structure of composition C11H21NRhSi in a non-equilibrium geometry (ωB97M-V/def2-TZVPD).

Cartesian coordinates (Å):
1 C -0.416722 0.714264 -2.054717
2 C 0.916850 0.732904 -1.490319
3 C 0.850758 1.448527 -0.253213
4 C -0.485038 1.968965 -0.100662
5 C -1.259098 1.520812 -1.196791
6 Rh -0.272142 -0.412370 -0.141556
7 N -3.246512 0.559245 1.149316
8 C 0.672220 -1.956567 -0.672557
9 C 2.138281 -1.694126 -0.567733
10 H 1.679872 1.596282 0.421067
11 H 1.821149 0.306441 -1.903334
12 H -0.789623 2.610098 0.719821
13 H -2.275101 1.813440 -1.430873
14 H -0.662625 0.315178 -3.038064
15 H 2.766912 -1.377933 -1.479148
16 H 0.275869 -2.707626 0.082524
17 H -3.173772 -0.391485 0.858482
18 H 2.668840 -1.832975 0.440309
19 H 0.151631 -2.127662 -1.659484
20 C 2.611247 0.347893 2.463858
21 Si 0.865105 0.725391 3.039937
22 C 0.709888 0.260337 4.864094
23 C 0.617062 2.602149 3.027001
24 C -0.405601 -0.167514 1.926300
25 H 3.291607 1.041613 2.982148
26 H 2.768213 0.456646 1.384891
27 H 2.876760 -0.684958 2.727279
28 H 1.387714 0.900344 5.448921
29 H -0.311101 0.417338 5.238411
30 H 0.987533 -0.786948 5.039062
31 H 1.025773 3.077898 2.128587
32 H -0.443528 2.872943 3.108760
33 H 1.141856 3.017700 3.899617
34 H -0.612086 -1.187733 2.343552
35 H -1.356894 0.415088 2.168214

Force components x, y, z for each atom (eV/Å):
0.395 0.647 -0.250
-0.671 0.868 -0.357
-0.083 0.800 -0.846
0.412 -0.180 -0.642
0.449 0.036 -0.528
-1.431 4.222 1.443
-0.455 1.671 0.466
1.402 -3.586 0.070
0.237 -0.749 -0.054
-0.196 0.174 -0.212
-0.379 0.128 -0.009
-0.206 -0.336 -0.197
0.042 -0.170 0.219
-0.079 0.167 0.316
-1.032 -0.596 1.727
0.803 0.244 -0.886
0.357 -1.560 -0.516
-0.888 0.238 -1.786
1.236 -0.333 0.461
0.484 0.154 0.376
-1.097 -0.850 -1.398
0.202 0.014 0.182
0.137 0.102 0.106
-0.625 -0.774 2.271
0.127 -0.266 -0.065
-0.139 -0.114 0.354
0.037 0.198 0.014
-0.114 -0.171 0.025
0.191 -0.038 -0.132
-0.084 0.159 -0.008
-0.086 -0.058 0.119
0.168 -0.070 -0.003
-0.093 0.045 -0.151
0.223 0.562 0.212
0.753 -0.580 -0.324

Properties
net charge = -1
Kohn-Sham gap (alpha / beta) = 5.58 / 6.09 eV
spin multiplicity = 5
⟨S²⟩ = 6.033
HOMO (alpha / beta) = -2.0 / -3.0 eV

These are the Mulliken partial charges, in e, on atoms 1 to 5:
1 C -0.657
2 C -1.188
3 C -0.519
4 C -0.458
5 C -0.298


Record 4
Entry from the Open Molecules 2025 dataset: a structure of composition C22H40N3O3P3Pt in a non-equilibrium geometry (ωB97M-V/def2-TZVPD).

Cartesian coordinates (Å):
1 P -0.121523 -3.051838 -1.060627
2 C 0.412045 -4.025225 0.320651
3 H 0.444701 -5.068052 -0.021640
4 H -0.308781 -3.936543 1.142659
5 H 1.403092 -3.694762 0.654220
6 C -1.892149 -2.896910 -1.090519
7 H -2.264204 -2.411767 -1.999089
8 H -2.214316 -2.321969 -0.206313
9 H -2.288515 -3.920196 -1.032975
10 C 0.552032 -3.600145 -2.619147
11 H 0.101559 -4.577547 -2.834858
12 H 1.641659 -3.704619 -2.525319
13 H 0.322343 -2.893827 -3.428465
14 P 2.532450 1.339602 -1.816783
15 C 3.763652 0.871628 -0.594073
16 H 4.744449 1.222472 -0.938022
17 H 3.764692 -0.217201 -0.490703
18 H 3.504120 1.338335 0.360858
19 C 3.090588 0.678759 -3.413393
20 H 2.430068 1.000432 -4.226347
21 H 3.088366 -0.416528 -3.361473
22 H 4.109164 1.043365 -3.588454
23 C 2.594815 3.146651 -1.973405
24 H 3.517929 3.407506 -2.503813
25 H 2.604415 3.580791 -0.967467
26 H 1.727224 3.526780 -2.524938
27 P -1.309262 2.493055 1.417140
28 C -0.759176 2.551868 3.097992
29 H -1.546622 3.063157 3.667772
30 H 0.180137 3.115467 3.153511
31 H -0.608601 1.539834 3.492416
32 C -1.415800 4.102392 0.648503
33 H -2.078985 4.703891 1.282488
34 H -1.825334 4.037254 -0.368251
35 H -0.419984 4.563873 0.614869
36 C -2.843916 1.611060 1.231415
37 H -3.658307 2.328449 1.399465
38 H -2.907320 0.799566 1.964821
39 H -2.948593 1.159417 0.238027
40 Pt -0.022220 0.700951 -1.663448
41 C 0.644358 -1.276747 -0.926497
42 O 1.742719 -1.352486 -0.379599
43 C 0.057904 1.662706 0.327402
44 O 1.155014 1.809673 0.839511
45 C -0.899798 2.416589 -2.554912
46 C -2.009730 1.692770 -2.042911
47 C -2.151033 0.326431 -2.313158
48 C -1.185705 -0.337066 -3.117399
49 C -0.218950 0.431026 -3.818916
50 C -0.143893 1.825736 -3.602146
51 H -0.676078 3.426174 -2.195268
52 H -2.715099 2.209267 -1.394400
53 H -2.955943 -0.253722 -1.854911
54 H -1.210414 -1.419174 -3.251029
55 H 0.483142 -0.081644 -4.477511
56 H 0.603846 2.423922 -4.116929
57 C -2.751152 -2.217311 3.799618
58 N -1.372167 -1.778702 3.584074
59 C -0.468626 -1.878250 4.591774
60 C 0.822568 -1.499103 4.370431
61 C 1.141912 -1.016430 3.071894
62 N 0.240544 -0.832268 2.122403
63 C -1.016605 -1.270106 2.328584
64 O -1.896907 -1.219840 1.434487
65 N 2.419632 -0.682575 2.764817
66 H -3.190128 -1.683418 4.651314
67 H -2.780162 -3.294284 4.007945
68 H -3.325110 -2.006707 2.895332
69 H -0.850597 -2.276998 5.531203
70 H 1.595787 -1.567570 5.124293
71 H 3.175008 -0.923620 3.383972
72 H 2.639769 -0.545697 1.779246

Force components x, y, z for each atom (eV/Å):
-0.749 -0.032 -0.067
0.166 -0.090 0.296
0.085 0.073 0.149
0.131 0.024 -0.195
-0.151 -0.258 -0.076
-0.313 0.133 0.009
0.081 -0.425 0.207
0.166 -0.257 -0.123
-0.036 0.120 -0.048
0.342 0.066 -0.051
0.097 0.086 -0.092
-0.224 -0.097 -0.089
0.031 -0.310 0.179
-0.053 0.257 -0.662
0.052 -0.058 0.086
-0.083 -0.089 0.165
0.249 0.241 -0.013
0.235 -0.073 -0.126
-0.051 -0.088 0.232
0.346 0.005 0.149
0.147 0.170 -0.117
-0.120 -0.149 -0.148
-0.025 -0.138 0.174
-0.147 0.158 0.122
0.073 0.072 -0.224
0.347 0.011 0.077
-0.611 -0.144 -0.153
0.287 0.089 0.175
0.147 -0.027 0.035
-0.198 -0.038 0.125
-0.072 0.175 -0.114
0.322 0.129 -0.069
0.048 0.083 -0.162
-0.025 0.065 0.385
-0.250 0.054 0.078
-0.305 -0.337 0.059
0.088 -0.046 -0.006
0.038 0.181 -0.162
0.045 0.141 0.483
4.610 -0.137 3.579
3.935 -1.654 2.450
-3.434 0.386 -1.911
2.828 0.618 3.040
-2.839 -0.341 -1.689
-0.813 0.550 -0.992
-1.558 1.042 -0.261
-0.842 -0.774 -0.326
-1.836 -0.464 -1.738
-0.298 -0.171 -0.849
0.410 0.773 -1.024
-0.239 -0.265 -0.502
0.128 -0.231 -0.261
0.190 0.294 -0.138
-0.113 0.568 -0.149
-0.216 0.294 0.042
-0.098 -0.176 0.018
-0.623 -0.270 0.209
-0.014 0.181 -0.514
0.547 0.251 -0.310
-0.142 -0.126 0.169
0.937 0.100 0.588
-0.509 -0.173 -0.526
-0.942 -0.209 0.293
0.851 0.221 0.110
-0.371 -0.053 -0.533
0.144 -0.117 -0.208
0.026 0.273 -0.062
0.121 -0.095 0.332
0.224 0.105 -0.163
-0.187 -0.086 0.062
0.066 0.031 0.084
-0.051 -0.025 0.691

Properties
net charge = +4
Kohn-Sham gap (alpha / beta) = 6.12 / 3.82 eV
spin multiplicity = 5
⟨S²⟩ = 6.023
HOMO (alpha / beta) = -18.4 / -19.1 eV

These are the Mulliken partial charges, in e, on atoms 1 to 5:
1 P 0.677
2 C -1.098
3 H 0.524
4 H 0.330
5 H 0.432


So what do the calculations give for energy relative to the best compared isomer or geometry (same formula, charge and spin)? Going down the list: 32.3; 0.0; 0.0; 0.0 kcal/mol.
So what do the calculations give for energy? Going down the list: -705.9867; -4698.7001; -886.2753; -2394.0089 Eh.